Entry 1:
{
  "formula": "C31H35CrN3O5PS",
  "method": "ωB97M-V/def2-TZVPD",
  "elements": ["Cr", "S", "P", "O", "O", "O", "O", "O", "N", "N", "N", "C", "C", "C", "C", "C", "C", "C", "C", "C", "C", "C", "C", "C", "C", "C", "C", "C", "C", "C", "C", "C", "C", "C", "C", "C", "C", "C", "C", "C", "C", "C", "H", "H", "H", "H", "H", "H", "H", "H", "H", "H", "H", "H", "H", "H", "H", "H", "H", "H", "H", "H", "H", "H", "H", "H", "H", "H", "H", "H", "H", "H", "H", "H", "H", "H", "H"],
  "positions_angstrom": [[-0.47, -0.30, -1.43], [-1.27, -2.18, 0.85], [1.21, 0.29, 0.20], [-0.42, -3.72, -3.42], [0.16, -1.88, -2.28], [-3.79, 1.54, -0.30], [-1.66, 0.97, -0.66], [-1.63, 2.00, -3.81], [-1.62, -3.10, 3.37], [-2.28, -0.83, -2.52], [-2.80, -1.35, 2.96], [0.29, 2.86, 1.11], [-0.38, 3.63, 2.06], [2.30, -2.63, -0.38], [-2.16, -2.31, -2.57], [2.27, -0.73, 1.31], [-0.03, 0.96, 2.55], [-1.91, -2.20, 2.40], [-3.41, -0.23, 2.27], [-2.31, -2.82, 4.52], [-0.70, -2.71, -2.81], [4.73, 1.83, -1.31], [-3.05, -1.73, 4.27], [3.63, -2.68, 1.72], [-0.69, 1.74, 3.48], [4.10, -2.13, 2.90], [-2.71, 1.14, -4.12], [2.73, -2.00, 0.90], [-2.95, 0.84, -0.81], [0.69, 3.53, -0.18], [3.14, 1.51, -3.10], [0.76, 0.79, -2.62], [4.40, 1.87, -2.67], [-2.43, -0.34, -3.92], [2.51, 1.03, -0.84], [2.79, -0.17, 2.48], [3.78, 1.39, -0.40], [0.49, 1.50, 1.37], [-0.86, 3.09, 3.24], [2.16, 1.10, -2.19], [-3.38, -0.37, -1.66], [3.69, -0.86, 3.28], [-0.97, -3.85, 3.21], [-2.43, -2.71, -1.60], [-3.26, -0.89, -4.38], [1.23, -2.83, -0.38], [-3.03, 1.26, -5.16], [0.77, 0.34, -3.62], [-4.28, -0.12, -2.22], [0.08, 3.13, -1.00], [4.80, -2.68, 3.51], [-3.54, 1.48, -3.50], [0.51, 4.60, -0.12], [-3.74, -1.18, 4.89], [-1.36, 3.72, 3.96], [2.89, 1.55, -4.15], [-2.67, 0.23, 1.62], [5.72, 2.11, -0.98], [4.04, 1.32, 0.65], [5.14, 2.19, -3.39], [-1.07, 1.29, 4.39], [-3.64, -1.16, -0.95], [0.20, 1.73, -2.67], [3.97, -3.65, 1.41], [2.49, -1.97, -1.24], [1.74, 3.37, -0.43], [2.49, 0.82, 2.78], [-4.26, -0.56, 1.67], [-2.81, -2.75, -3.33], [-0.53, 4.69, 1.86], [-2.22, -3.41, 5.42], [-0.88, 1.78, -4.38], [2.82, -3.56, -0.55], [-1.52, -0.62, -4.46], [-3.73, 0.51, 3.00], [4.07, -0.40, 4.18], [0.08, -0.10, 2.74]],
  "mulliken_charge": [0.70, -0.04, 3.09, -0.70, -0.56, -0.73, -0.58, -0.51, 0.04, 0.45, 0.32, 0.75, -0.99, -1.07, -0.58, 0.53, -0.92, -0.23, -0.60, -0.66, 0.43, -0.77, -0.30, -0.87, -1.09, -0.80, -1.15, 0.72, 0.87, -1.19, -0.70, -1.58, -0.72, -0.66, -0.48, -0.42, -0.93, 0.76, -0.94, 0.41, -1.13, -1.00, 0.22, 0.44, 0.49, -0.04, 0.43, 0.93, 0.31, 0.06, 0.40, 0.37, 0.52, 0.44, 0.39, 0.50, -0.13, 0.45, 0.47, 0.40, 0.50, 0.50, 0.49, 0.43, 0.19, 0.24, 0.55, 0.32, 0.32, 0.39, 0.43, 0.40, 0.50, 0.41, 0.33, 0.45, 0.73],
  "total_energy_ha": -3526.8224,
  "de_lowest_kcal_mol": 4.7,
  "lumo_ev": [0.288, 0.350],
  "homo_energy_ev": [-8.044, -7.818],
  "multiplicity": 2
}

Entry 2:
{
  "formula": "C31H35MnN7O4S",
  "method": "ωB97M-V/def2-TZVPD",
  "elements": ["Mn", "S", "O", "O", "O", "O", "N", "N", "N", "N", "N", "N", "N", "C", "C", "C", "C", "C", "C", "C", "C", "C", "C", "C", "C", "C", "C", "C", "C", "C", "C", "C", "C", "C", "C", "C", "C", "C", "C", "C", "C", "C", "C", "C", "H", "H", "H", "H", "H", "H", "H", "H", "H", "H", "H", "H", "H", "H", "H", "H", "H", "H", "H", "H", "H", "H", "H", "H", "H", "H", "H", "H", "H", "H", "H", "H", "H", "H", "H"],
  "positions_angstrom": [[1.05, -0.73, -0.10], [-0.92, 1.99, -4.26], [0.12, -1.10, -1.60], [-0.34, 1.78, -5.56], [-0.10, 1.71, -3.10], [-1.97, -0.29, -1.44], [1.80, -4.34, 1.66], [1.31, 1.14, -0.45], [-2.30, 1.13, -4.05], [0.98, -2.69, 0.48], [3.59, -1.87, 2.90], [-0.43, -0.09, 0.94], [2.47, -0.75, 1.38], [2.72, -0.43, -3.51], [4.87, 2.96, -1.62], [1.25, 5.10, -0.08], [2.67, -1.94, 1.93], [1.99, 3.94, 0.60], [-1.16, -1.05, -3.57], [-3.02, 7.64, -3.98], [3.99, 3.66, -0.81], [4.01, -0.55, 2.98], [-2.64, 5.48, -5.20], [-2.26, -0.32, -4.32], [3.31, 0.13, 2.04], [2.80, 3.10, -0.38], [-2.03, 1.57, 1.11], [-2.48, 6.24, -4.04], [-2.15, 4.18, -5.27], [0.84, -4.88, 0.83], [2.49, 1.78, -0.81], [-0.77, 1.21, 0.53], [-1.53, 3.63, -4.16], [-2.42, 0.51, 1.86], [-1.83, 5.67, -2.95], [3.43, 1.03, -1.58], [-1.40, -0.52, 1.70], [1.86, -3.03, 1.41], [-1.35, 4.37, -3.01], [-1.08, -0.76, -2.10], [0.18, 1.86, -0.19], [0.34, -3.84, 0.10], [3.21, -0.37, -2.06], [4.60, 1.65, -1.98], [2.47, -0.92, -1.46], [0.69, 5.67, 0.66], [-3.24, -0.70, -4.05], [1.96, 5.78, -0.56], [-2.10, -0.53, -5.38], [1.30, 3.33, 1.18], [5.79, 3.42, -1.94], [-0.82, 3.92, -2.18], [-2.55, 2.51, 0.97], [3.42, 0.11, -4.15], [-3.32, 0.41, 2.44], [-1.41, -1.51, 2.12], [-2.70, 8.15, -3.08], [3.35, 1.18, 1.79], [4.25, 4.65, -0.47], [-1.27, -2.13, -3.71], [4.75, -0.23, 3.69], [-0.18, -0.80, -3.99], [-3.12, 5.92, -6.07], [2.70, 4.35, 1.32], [4.14, -0.93, -1.94], [-2.68, 8.22, -4.84], [-3.06, 1.56, -4.57], [0.57, 4.76, -0.85], [-1.68, 6.26, -2.06], [3.94, -2.62, 3.46], [0.06, 2.87, -0.56], [1.74, 0.03, -3.61], [-4.11, 7.64, -4.00], [-2.24, 3.62, -6.19], [5.30, 1.10, -2.59], [2.67, -1.46, -3.85], [-0.42, -3.85, -0.66], [2.36, -4.87, 2.31], [0.60, -5.93, 0.83]],
  "mulliken_charge": [0.42, 1.11, -0.62, -0.71, -0.17, -0.62, -0.08, 1.43, -0.15, 0.35, -0.08, 0.39, 0.38, -1.17, -1.11, -0.87, 0.14, -1.27, -0.21, -1.49, -0.74, -0.87, -0.71, -1.19, -0.35, 1.20, -0.73, 0.81, -0.67, -0.72, -0.76, 0.27, -0.38, -1.12, -0.68, 0.76, -0.04, 0.34, 0.39, 0.44, -0.57, -0.46, 0.39, -0.75, -0.76, 0.43, 0.49, 0.48, 0.45, 0.57, 0.45, -0.22, 0.58, 0.50, 0.52, 0.54, 0.35, 0.41, 0.53, 0.46, 0.43, 0.10, 0.43, 0.68, 0.75, 0.37, 0.38, -0.10, 0.40, 0.18, 0.04, 0.05, 0.33, 0.50, 0.58, 0.43, 0.51, 0.18, 0.43],
  "total_energy_ha": -3435.2197,
  "total_charge": 2,
  "de_lowest_kcal_mol": 0.0,
  "lumo_ev": [-8.526, -8.418],
  "homo_energy_ev": [-13.411, -13.411],
  "multiplicity": 2
}

Entry 3:
{
  "formula": "C31H35N2O",
  "method": "ωB97M-V/def2-TZVPD",
  "elements": ["O", "N", "N", "C", "C", "C", "C", "C", "C", "C", "C", "C", "C", "C", "C", "C", "C", "C", "C", "C", "C", "C", "C", "C", "C", "C", "C", "C", "C", "C", "C", "C", "C", "C", "H", "H", "H", "H", "H", "H", "H", "H", "H", "H", "H", "H", "H", "H", "H", "H", "H", "H", "H", "H", "H", "H", "H", "H", "H", "H", "H", "H", "H", "H", "H", "H", "H", "H", "H"],
  "positions_angstrom": [[5.08, -1.71, 2.97], [2.29, -1.58, 3.18], [0.99, 4.99, -3.19], [-4.48, -1.51, -1.01], [-2.11, -2.02, -1.87], [0.00, 3.64, -1.41], [4.46, -0.43, 2.89], [-4.74, 0.71, -0.03], [0.60, 2.59, -3.52], [-1.25, 0.11, -1.44], [-1.33, -2.74, 3.05], [0.20, -1.69, -2.62], [-2.17, -3.25, -2.51], [-2.59, 0.06, -0.90], [-1.90, -1.41, 2.56], [0.20, -2.85, 2.96], [-0.55, 2.45, -0.97], [-3.14, -1.24, -1.21], [2.38, 5.38, -3.02], [4.40, -2.61, 3.86], [0.53, 3.75, -2.72], [-0.94, -1.20, -1.98], [-0.51, 1.30, -1.78], [0.18, -2.99, -3.14], [0.35, 5.65, -4.32], [-3.42, 1.03, -0.33], [-5.28, -0.53, -0.40], [0.14, 1.38, -3.04], [-1.01, -3.74, -3.12], [2.98, -0.50, 2.51], [0.91, -1.53, 3.11], [2.94, -2.85, 3.48], [-1.23, -0.23, 3.27], [0.25, -0.32, 3.19], [2.51, 0.45, 2.79], [4.97, -3.55, 3.77], [0.90, 5.45, -5.26], [-6.34, -0.75, -0.20], [-1.53, -0.21, 4.33], [-1.74, -1.33, 1.47], [-1.60, -2.86, 4.11], [0.48, -3.31, 1.99], [2.95, 5.22, -3.96], [0.23, 0.50, -3.66], [-1.02, -4.73, -3.58], [2.85, 4.82, -2.21], [0.39, 6.74, -4.14], [0.81, 0.59, 3.40], [-2.98, -1.39, 2.72], [1.08, -3.40, -3.59], [-0.69, 5.33, -4.42], [0.00, 4.53, -0.78], [4.99, 0.09, 2.08], [2.41, 6.46, -2.79], [-1.00, 2.39, 0.02], [0.55, -3.56, 3.73], [2.44, -3.32, 4.34], [-1.78, -3.58, 2.51], [-3.11, -3.79, -2.53], [4.56, 0.14, 3.83], [-1.57, 0.73, 2.84], [1.03, 2.66, -4.53], [2.88, -3.56, 2.63], [-3.03, 2.03, -0.14], [4.44, -2.25, 4.91], [-5.38, 1.45, 0.46], [-4.89, -2.46, -1.35], [2.89, -0.59, 1.40], [1.09, -1.07, -2.70]],
  "mulliken_charge": [-0.35, 0.09, 0.17, -0.48, 0.16, -0.59, -0.71, -1.02, -0.62, 0.32, -1.21, -0.20, -0.40, 0.82, 0.18, -0.41, -0.48, 0.27, -0.95, -0.74, -0.14, -0.09, 0.76, -0.89, -0.98, -0.04, -0.74, -1.00, -0.67, -0.17, 0.80, -0.46, -0.95, -0.87, 0.17, 0.34, 0.35, 0.43, 0.34, -0.35, 0.38, 0.31, 0.32, 0.62, 0.43, 0.31, 0.34, 0.37, 0.37, 0.44, 0.30, 0.46, 0.32, 0.33, 0.51, 0.37, 0.36, 0.38, 0.46, 0.34, 0.35, 0.45, 0.31, 0.41, 0.35, 0.44, 0.46, 0.13, 0.71],
  "total_energy_ha": -1386.7106,
  "total_charge": 1,
  "de_lowest_kcal_mol": 7.0,
  "lumo_ev": -5.785,
  "homo_energy_ev": -9.226
}